[1]
A structure of composition C23H60N2NbO7S7 at a distorted geometry, computed with ωB97M-V with the def2-TZVPD basis set.

Geometry (Å):
C1 0.17461 6.34571 2.95757
C2 -0.83088 6.14626 1.83212
C3 -0.59902 4.86103 1.03115
C4 -1.44461 3.64339 1.43974
N1 -0.66106 2.51807 1.93755
Nb1 0.28894 1.20922 0.66654
C5 2.32188 2.26629 1.00486
C6 3.06951 2.86934 -0.00968
C7 4.26216 3.51526 0.25560
N2 4.77545 3.62908 1.47962
C8 4.08270 3.07431 2.46962
C9 2.89445 2.39115 2.27272
H1 0.18459 5.49232 3.63786
H2 -0.04399 7.24125 3.53972
H3 1.17977 6.43985 2.54489
H4 -0.70264 6.95368 1.11323
H5 -1.85236 6.18922 2.20992
H6 -0.79951 5.07392 -0.02033
H7 0.45129 4.56969 1.08960
H8 -2.18066 3.97048 2.18813
H9 -2.02025 3.28531 0.58715
H10 -0.05128 2.85486 2.68042
H11 0.78488 0.10432 2.06935
H12 -1.17472 0.17530 0.23323
H13 0.01191 2.44726 -0.71530
H14 1.24050 0.26591 -0.59067
H15 2.71449 2.84068 -1.03242
H16 4.83655 3.95974 -0.55200
H17 4.49762 3.17573 3.46808
H18 2.41470 1.94751 3.13854
C10 1.84102 -3.42966 3.59890
S1 2.76712 -2.82045 2.18796
O1 1.74718 -2.30488 1.25401
C11 3.25610 -4.45019 1.58186
H19 1.39713 -2.55710 4.07588
H20 1.05644 -4.09491 3.23413
H21 2.48366 -3.95175 4.30991
H22 2.35429 -5.03745 1.40283
H23 3.90299 -4.93727 2.31321
H24 3.79778 -4.29479 0.65072
C12 -2.70550 -6.14905 3.36144
S2 -1.85812 -5.51959 1.90989
O2 -0.40145 -5.67892 2.17600
C13 -2.20958 -3.78252 2.17354
H25 -2.54240 -7.22468 3.38895
H26 -2.28381 -5.68097 4.25072
H27 -3.77107 -5.93574 3.27701
H28 -1.81923 -3.48369 3.14588
H29 -3.28560 -3.61792 2.11554
H30 -1.70326 -3.22229 1.38879
C14 -0.21444 2.47518 -4.44325
S3 -1.66780 1.45787 -4.12443
O3 -1.58463 1.06811 -2.70535
C15 -1.10591 0.04155 -5.08743
H31 -0.34012 3.39533 -3.87596
H32 0.66745 1.94623 -4.08318
H33 -0.14109 2.69589 -5.50917
H34 -0.15081 -0.29598 -4.68572
H35 -1.01689 0.31938 -6.13833
H36 -1.85330 -0.74055 -4.97112
C16 -3.60711 9.83968 -0.06494
S4 -2.26112 9.06817 0.84311
O4 -2.79854 8.81171 2.20584
C17 -1.28151 10.57636 0.95919
H37 -4.37858 9.08743 -0.20741
H38 -3.98288 10.67041 0.53249
H39 -3.25049 10.17049 -1.03930
H40 -1.88031 11.35352 1.43316
H41 -0.96999 10.87946 -0.04055
H42 -0.40677 10.35404 1.56753
C18 -2.73570 5.16573 -2.20694
S5 -2.01410 6.78261 -1.92656
O5 -3.03001 7.78877 -2.36558
C19 -0.79891 6.69608 -3.24495
H43 -3.55123 5.05026 -1.49638
H44 -3.11276 5.11573 -3.22834
H45 -1.98509 4.39454 -2.02081
H46 -1.31281 6.54513 -4.19418
H47 -0.10528 5.88026 -3.03907
H48 -0.26171 7.64201 -3.25427
C20 2.06958 -10.63688 0.58260
S6 1.47367 -9.79275 2.05298
O6 0.09369 -10.29865 2.29340
C21 1.32949 -8.17845 1.29811
H49 2.18721 -11.69268 0.82032
H50 1.33384 -10.50352 -0.20935
H51 3.03161 -10.21843 0.28562
H52 0.66384 -8.23855 0.43597
H53 2.32025 -7.83884 0.99283
H54 0.91581 -7.49276 2.03403
C22 -0.16834 -9.43976 -4.81726
S7 -0.12494 -10.02984 -3.12023
O7 0.17453 -8.86428 -2.25306
C23 1.41250 -10.94761 -3.30076
H55 -1.04377 -8.80185 -4.91641
H56 0.73583 -8.86662 -5.02054
H57 -0.25123 -10.29123 -5.49235
H58 2.19970 -10.26412 -3.61830
H59 1.27344 -11.74680 -4.02874
H60 1.65700 -11.37413 -2.33094

Computed properties:
Strongest force on any atom = 1.99 eV/A
HOMO = -0.1654 hartree
Total charge = -1
Energy = -4392.40546 hartree
Gap between HOMO and LUMO = 6.223 eV

=====

[2]
A cluster of 9 separate species, C23H60O9 in total at a distorted geometry, computed with ωB97M-V with the def2-TZVPD basis set.

Geometry (Å):
C1 -3.18139 4.93618 1.01284
C2 -2.26776 3.84604 0.63529
C3 -2.61838 3.41266 -0.69635
O1 -3.96337 3.88139 -0.85984
C4 -4.47460 4.65220 0.27788
H1 -2.79298 5.91892 0.74555
H2 -3.24218 4.99316 2.09965
H3 -2.30234 2.99791 1.31908
H4 -1.22658 4.16693 0.66797
H5 -2.62362 2.32295 -0.72128
H6 -2.01666 3.88361 -1.47368
H7 -5.15696 3.97125 0.78660
H8 -5.11092 5.42436 -0.15450
C5 0.15516 2.07254 -4.98334
C6 -0.42507 2.26576 -3.57093
C7 0.85855 2.67238 -2.75422
O2 1.68859 3.35413 -3.67931
C8 1.21431 3.20314 -5.02437
H9 -0.59311 2.24866 -5.75610
H10 0.67924 1.13553 -5.17164
H11 -0.90568 1.36457 -3.19017
H12 -1.17105 3.05974 -3.53638
H13 1.36886 1.74934 -2.47914
H14 0.72216 3.34054 -1.90389
H15 2.02453 2.84684 -5.66052
H16 0.95451 4.15063 -5.49645
O3 -0.16426 1.28171 5.16056
H17 -0.98297 1.50269 4.71660
H18 -0.23421 1.70354 6.01695
O4 1.78180 4.29058 2.75348
H19 1.04001 4.64946 3.24049
H20 1.66413 3.34186 2.80169
C9 -6.11655 0.44241 1.63541
C10 -4.79484 -0.23260 1.12020
C11 -3.60090 -0.02871 2.04339
O5 -5.21185 -1.57605 1.13041
H21 -7.04384 0.13127 1.15435
H22 -6.05635 1.52996 1.59403
H23 -6.37285 0.13335 2.64877
H24 -4.50918 0.27376 0.19819
H25 -3.29871 0.99170 1.80770
H26 -2.85825 -0.76472 1.73539
H27 -3.73194 -0.07441 3.12452
H28 -5.79211 -1.50745 0.36871
C12 6.07443 -3.53599 -0.72254
C13 5.25863 -2.73839 -1.75672
C14 4.01668 -2.04589 -1.26024
O6 6.10854 -1.69649 -2.05032
H29 6.30198 -2.94703 0.16597
H30 7.04785 -3.81728 -1.12432
H31 5.65340 -4.44116 -0.28493
H32 5.02158 -3.32912 -2.64157
H33 3.78484 -1.08491 -1.71946
H34 4.20538 -1.76103 -0.22518
H35 3.18239 -2.73055 -1.10765
H36 6.65985 -1.46103 -1.30051
C15 0.40737 1.25291 0.28366
C16 0.43137 0.39003 1.45847
C17 1.62082 -0.59844 1.73081
O7 0.53621 1.28761 2.47403
H37 -0.19689 2.15660 0.36319
H38 -0.00026 0.68766 -0.55444
H39 1.43662 1.49774 0.02136
H40 -0.42821 -0.25875 1.62671
H41 1.41777 -1.55511 1.24951
H42 1.76034 -0.83657 2.78529
H43 2.57662 -0.26367 1.32772
H44 0.26554 0.81115 3.26227
C18 -1.97940 -1.52905 -2.06531
C19 -3.24735 -2.37337 -2.46730
C20 -3.83727 -2.10598 -3.79460
O8 -2.93752 -3.68643 -2.22580
H45 -1.95569 -0.44425 -2.16905
H46 -0.97436 -1.81588 -2.37473
H47 -1.82881 -1.80391 -1.02134
H48 -4.00827 -2.16191 -1.71604
H49 -4.64662 -1.37928 -3.72418
H50 -4.20480 -3.05302 -4.18976
H51 -3.13566 -1.89103 -4.60060
H52 -2.83908 -3.82254 -1.28061
C21 3.66994 -5.07249 2.42766
C22 5.01152 -4.39566 2.92060
C23 4.70181 -2.99705 3.13909
O9 5.40310 -4.93991 4.15719
H53 2.86908 -4.97887 3.16112
H54 3.71584 -6.15919 2.35640
H55 3.40795 -4.64791 1.45854
H56 5.79196 -4.58270 2.18302
H57 4.32975 -2.51675 2.23411
H58 5.66558 -2.58382 3.43655
H59 4.01731 -2.77600 3.95805
H60 4.55806 -5.22488 4.51257

Computed properties:
Strongest force on any atom = 3.93 eV/A
HOMO (alpha / beta) = 0.0110 / -0.2622 hartree
Total charge = -1
Spin multiplicity = 2
Energy = -1589.27499 hartree
Gap between HOMO and LUMO (alpha / beta) = 1.928 / 9.305 eV

=====

[3]
A structure of composition C23H61CuO22S7 at a distorted geometry, computed with ωB97M-V with the def2-TZVPD basis set.

Geometry (Å):
Cu1 0.41536 -4.12211 -1.48211
C1 1.93566 -0.16804 -0.03454
C2 0.59588 -0.61385 -0.61964
O1 0.52718 -1.93413 -1.05400
H1 2.75809 -0.25853 -0.74412
H2 2.10453 -0.74932 0.87194
H3 1.83144 0.89254 0.19443
H4 0.21211 0.17661 -1.26462
H5 -0.10226 -0.48302 0.20716
O2 1.31969 -4.69278 5.81135
S1 1.45198 -4.17108 4.47961
O3 0.48338 -4.43845 3.42624
O4 1.66661 -2.46202 4.61495
C3 1.77662 -1.64248 3.52600
C4 1.29337 -0.19341 3.85142
C5 3.13456 -4.60057 3.92528
H6 1.30441 -2.09257 2.65277
H7 2.85072 -1.68716 3.34590
H8 0.21227 -0.24947 3.97855
H9 1.52334 0.41046 2.97360
H10 1.76140 0.25263 4.72897
H11 3.89831 -4.45777 4.68973
H12 3.40871 -3.95564 3.09041
H13 3.09133 -5.63712 3.59089
O5 5.02297 7.93570 0.47708
S2 5.48703 6.60141 0.80201
O6 6.51645 6.32095 1.76144
O7 4.23573 5.56715 1.23282
C6 2.93323 5.75211 0.67952
C7 2.45715 4.34577 0.16685
C8 5.96105 5.83929 -0.75038
H14 2.90927 6.28331 -0.27199
H15 2.21085 6.09546 1.42003
H16 2.32043 3.59569 0.94581
H17 3.18195 3.87640 -0.49833
H18 1.47068 4.53636 -0.25582
H19 4.98037 5.89245 -1.22318
H20 6.24885 4.80064 -0.58774
H21 6.75760 6.34284 -1.29815
O8 -0.05423 -3.38636 -3.58403
S3 -0.21016 -2.51728 -4.78929
O9 0.96005 -2.05865 -5.53534
O10 -1.28148 -3.18320 -5.89997
C9 -1.04841 -2.84661 -7.25761
C10 -1.98380 -3.64516 -8.21220
C11 -1.15939 -0.98075 -4.31697
H22 -0.04435 -2.84585 -7.68183
H23 -1.35336 -1.80405 -7.34805
H24 -2.04607 -3.36933 -9.26489
H25 -3.02965 -3.64938 -7.90514
H26 -1.56488 -4.64718 -8.30461
H27 -0.91893 -0.20277 -5.04156
H28 -0.84313 -0.78919 -3.29159
H29 -2.21262 -1.21814 -4.46687
O11 -1.04588 3.85117 0.46877
S4 -1.04791 3.16623 1.74187
O12 -0.48210 1.78149 1.82847
O13 -0.22092 4.05767 2.90004
C12 0.03636 3.44710 4.12895
C13 -0.61116 4.29050 5.25603
C14 -2.70135 3.24295 2.45076
H30 1.09200 3.24622 4.31162
H31 -0.30386 2.41368 4.19514
H32 -0.98458 3.65989 6.06287
H33 -1.42498 4.86434 4.81276
H34 0.05383 4.99418 5.75675
H35 -3.45057 3.07395 1.67733
H36 -2.82085 4.20090 2.95686
H37 -2.80689 2.52447 3.26363
O14 4.71733 -5.36064 -2.95195
S5 3.57620 -4.51481 -3.24064
O15 2.43823 -4.33026 -2.28652
O16 4.19905 -3.02985 -3.48966
C15 3.41785 -1.92348 -3.10721
C16 4.14164 -0.65091 -3.51375
C17 3.00131 -5.00383 -4.87665
H38 3.37945 -1.91995 -2.01790
H39 2.42765 -1.98568 -3.55860
H40 5.00858 -0.52423 -2.86531
H41 3.48443 0.18923 -3.28941
H42 4.44953 -0.66003 -4.55932
H43 2.86994 -6.08401 -4.81301
H44 3.84015 -4.85714 -5.55703
H45 2.12342 -4.45639 -5.21974
O17 -1.73691 -2.43597 4.43699
S6 -2.29017 -2.54362 3.03323
O18 -1.87314 -3.67567 2.18220
O19 -3.93841 -2.49538 3.10763
C18 -4.55332 -1.74589 4.19232
C19 -5.99478 -1.34440 3.87119
C20 -2.04408 -0.96055 2.17989
H46 -3.98223 -0.83469 4.37025
H47 -4.53050 -2.33184 5.11113
H48 -6.34639 -0.48408 4.44067
H49 -6.61963 -2.23159 3.97399
H50 -6.14571 -0.87100 2.90103
H51 -2.39241 -0.10070 2.75210
H52 -2.45789 -0.94726 1.17158
H53 -0.96615 -0.79919 2.19177
O20 -5.69361 1.57160 1.85750
S7 -5.62098 1.33957 0.40621
O21 -6.36003 2.20170 -0.48422
O22 -4.05236 1.45693 0.00864
C21 -3.77010 1.72910 -1.38375
C22 -2.33502 1.67116 -1.84887
C23 -5.86962 -0.47574 0.08251
H54 -4.08502 2.75414 -1.57927
H55 -4.45598 1.14001 -1.99253
H56 -1.74771 2.43954 -1.34612
H57 -2.15610 1.94670 -2.88819
H58 -1.85097 0.71989 -1.62783
H59 -4.90791 -0.88892 0.38662
H60 -6.12791 -0.49062 -0.97635
H61 -6.80878 -0.78035 0.54435

Computed properties:
Strongest force on any atom = 4.76 eV/A
HOMO (alpha / beta) = -0.4607 / -0.4607 hartree
Total charge = +1
Spin multiplicity = 2
Energy = -6995.45572 hartree
Gap between HOMO and LUMO (alpha / beta) = 8.978 / 6.913 eV

=====

[4]
A cluster of 13 separate species, C23H62BO20 in total at a distorted geometry, computed with ωB97M-V with the def2-TZVPD basis set.

Geometry (Å):
O1 -2.75218 -1.95467 -2.38109
C1 -1.77050 -1.51322 -1.79844
O2 -1.75564 -0.66923 -0.80096
B1 -0.38668 -0.16457 -0.60550
O3 0.50686 -0.82884 -1.60052
C2 -0.26776 -1.74638 -2.24809
O4 0.08999 -2.37548 -3.24515
O5 0.12518 -0.49133 0.72536
C3 0.52842 0.56683 1.30376
O6 1.00899 0.61063 2.45850
C4 0.21170 1.76392 0.38975
O7 -0.21555 1.26973 -0.77918
O8 0.51086 2.94851 0.68534
C5 0.52070 -3.17923 3.27523
O9 -0.36319 -4.28644 3.40777
H1 0.47216 -2.77429 2.26440
H2 0.21505 -2.36674 3.93442
H3 1.56358 -3.42239 3.47861
H4 0.01599 -5.01898 2.91664
C6 2.41365 3.17741 -2.93268
C7 3.26129 2.72564 -1.75418
O10 2.90908 3.38401 -0.54367
H5 1.33381 3.20894 -2.78759
H6 2.65833 2.45333 -3.70982
H7 2.76153 4.11410 -3.36824
H8 4.27163 3.10376 -1.91019
H9 3.13712 1.66181 -1.55181
H10 1.97705 3.19976 -0.40595
C8 3.41795 -0.07976 4.88900
C9 4.29946 -0.29492 6.14983
O11 5.44664 -0.95407 5.67560
H11 2.63252 0.67354 4.95017
H12 2.84008 -0.99081 4.73360
H13 3.94068 0.09424 3.94848
H14 3.82479 -0.79698 6.99287
H15 4.53941 0.70651 6.50713
H16 5.11430 -1.77861 5.31327
C10 -3.70335 2.31684 0.00412
C11 -3.62301 3.83345 0.20623
O12 -4.89602 4.37129 -0.02804
H17 -4.18160 1.78061 0.82378
H18 -2.74887 1.82772 -0.19038
H19 -4.37703 2.16573 -0.83934
H20 -2.83177 4.19376 -0.45122
H21 -3.28311 3.94238 1.23612
H22 -5.14132 4.65113 0.85689
C12 -3.83436 -6.19449 -4.21954
C13 -3.06787 -4.99823 -3.58207
O13 -3.17590 -3.93764 -4.49402
H23 -4.84522 -5.87888 -4.47774
H24 -3.89359 -7.01717 -3.50694
H25 -3.35397 -6.53544 -5.13664
H26 -2.10773 -5.37335 -3.22781
H27 -3.56708 -4.79613 -2.63443
H28 -2.79589 -3.21200 -3.99338
C14 0.46112 -5.74161 -5.58403
C15 1.50104 -4.58976 -5.65494
O14 1.94554 -4.28228 -4.37315
H29 0.76407 -6.67783 -5.11520
H30 0.04637 -6.00684 -6.55652
H31 -0.39178 -5.41367 -4.98980
H32 1.09508 -3.65250 -6.03550
H33 2.28999 -4.83892 -6.36458
H34 1.31291 -3.68003 -3.97479
C16 -0.67580 3.56998 3.76221
C17 -1.82836 2.59041 3.70284
O15 -2.94121 3.03750 4.40372
H35 -0.86406 4.35841 3.03350
H36 0.24056 3.03858 3.50530
H37 -0.67784 4.04107 4.74515
H38 -1.53429 1.63634 4.14031
H39 -2.19784 2.40703 2.69390
H40 -3.60548 2.41358 4.10190
C18 4.01720 3.34766 4.55490
C19 3.30588 2.83616 3.26135
O16 3.31668 3.93108 2.39116
H41 3.78881 4.40619 4.67929
H42 5.10211 3.31242 4.45589
H43 3.71918 2.77654 5.43416
H44 2.25214 2.63361 3.45293
H45 3.70436 1.95848 2.75244
H46 2.97512 3.61494 1.55151
C20 0.57865 6.37887 -0.36025
C21 -0.63032 7.23601 -0.12033
O17 -1.34604 7.42343 -1.29986
H47 1.30451 6.82294 -1.04146
H48 0.28462 5.38655 -0.70223
H49 0.97073 6.23661 0.64678
H50 -0.25346 8.19549 0.23389
H51 -1.30189 6.78818 0.61216
H52 -2.18215 7.87994 -1.18104
C22 0.06057 -4.52824 -0.64707
C23 -0.03185 -5.64964 0.35141
O18 0.94772 -5.52047 1.32189
H53 -0.82448 -4.38999 -1.26809
H54 0.96645 -4.82071 -1.17805
H55 0.25758 -3.60886 -0.09568
H56 0.07185 -6.62422 -0.12561
H57 -1.00544 -5.67534 0.84085
H58 1.76808 -5.57360 0.82612
O19 -2.11512 -1.25140 -6.05426
H59 -1.21849 -1.37358 -5.74226
H60 -2.06619 -1.41652 -6.99583
O20 -5.05498 -1.10178 -1.01360
H61 -5.63912 -1.78469 -1.34322
H62 -4.27239 -1.17086 -1.56043

Computed properties:
Strongest force on any atom = 5.19 eV/A
HOMO = -0.2683 hartree
Total charge = -1
Energy = -2443.36052 hartree
Gap between HOMO and LUMO = 9.167 eV